(1)
{"formula": "C24H56N8O8", "method": "ωB97M-V with the def2-TZVPD basis set", "symbols": ["C", "O", "N", "C", "C", "H", "H", "H", "H", "H", "H", "H", "C", "O", "N", "C", "C", "H", "H", "H", "H", "H", "H", "H", "C", "O", "N", "C", "C", "H", "H", "H", "H", "H", "H", "H", "C", "O", "N", "C", "C", "H", "H", "H", "H", "H", "H", "H", "C", "O", "N", "C", "C", "H", "H", "H", "H", "H", "H", "H", "C", "O", "N", "C", "C", "H", "H", "H", "H", "H", "H", "H", "C", "O", "N", "C", "C", "H", "H", "H", "H", "H", "H", "H", "C", "O", "N", "C", "C", "H", "H", "H", "H", "H", "H", "H"], "coordinates": [[-0.889, -6.272, 3.408], [0.038, -6.080, 4.159], [-1.554, -5.324, 2.699], [-1.116, -3.943, 2.763], [-2.474, -5.708, 1.652], [-1.304, -7.281, 3.216], [-1.977, -3.282, 2.808], [-0.476, -3.713, 1.904], [-0.486, -3.822, 3.639], [-3.082, -6.559, 1.955], [-3.146, -4.889, 1.398], [-1.962, -5.969, 0.716], [3.484, -3.778, 1.849], [3.854, -3.211, 0.828], [3.037, -3.125, 2.942], [2.716, -3.840, 4.162], [2.902, -1.693, 2.949], [3.519, -4.871, 1.956], [2.872, -4.907, 4.033], [1.700, -3.634, 4.490], [3.417, -3.499, 4.932], [1.859, -1.371, 2.876], [3.274, -1.299, 3.898], [3.462, -1.272, 2.118], [-0.156, 5.610, -1.152], [-0.231, 4.409, -0.975], [-0.853, 6.337, -2.055], [-0.764, 7.777, -2.099], [-1.642, 5.689, -3.072], [0.450, 6.247, -0.483], [-0.606, 8.103, -3.130], [0.096, 8.123, -1.530], [-1.693, 8.224, -1.743], [-1.427, 6.114, -4.052], [-1.403, 4.628, -3.092], [-2.718, 5.743, -2.874], [-4.178, 2.939, 1.821], [-4.657, 1.862, 2.104], [-3.989, 3.392, 0.560], [-3.615, 4.756, 0.335], [-4.137, 2.561, -0.597], [-3.841, 3.631, 2.607], [-3.399, 5.272, 1.271], [-4.432, 5.339, -0.119], [-2.753, 4.880, -0.329], [-4.648, 1.642, -0.320], [-4.681, 3.099, -1.376], [-3.152, 2.322, -1.014], [-0.315, 1.008, 2.564], [0.140, 0.451, 3.557], [-0.455, 0.431, 1.359], [-0.914, 1.148, 0.195], [-0.077, -0.938, 1.121], [-0.649, 2.053, 2.623], [-1.311, 2.140, 0.407], [-1.699, 0.584, -0.317], [-0.115, 1.271, -0.547], [0.955, -0.931, 0.766], [-0.039, -1.455, 2.078], [-0.748, -1.439, 0.436], [5.358, 1.428, 1.070], [6.565, 1.478, 1.004], [4.541, 1.025, 0.077], [3.086, 1.070, 0.149], [5.106, 0.562, -1.172], [4.780, 1.706, 1.975], [2.660, 0.075, 0.038], [2.774, 1.701, -0.694], [2.655, 1.579, 1.011], [4.389, -0.086, -1.678], [5.352, 1.394, -1.837], [5.997, -0.032, -0.980], [1.880, -2.538, -1.650], [1.315, -1.463, -1.777], [1.276, -3.719, -1.456], [2.046, -4.948, -1.456], [-0.158, -3.857, -1.358], [2.976, -2.580, -1.705], [3.111, -4.728, -1.401], [1.879, -5.379, -2.454], [1.807, -5.680, -0.690], [-0.427, -4.537, -0.548], [-0.609, -2.904, -1.105], [-0.538, -4.235, -2.309], [-1.669, -0.419, -2.751], [-2.570, -1.180, -2.462], [-1.806, 0.776, -3.384], [-0.647, 1.573, -3.697], [-3.081, 1.282, -3.763], [-0.616, -0.619, -2.498], [-0.727, 2.537, -3.190], [-0.589, 1.750, -4.774], [0.259, 1.076, -3.359], [-3.281, 2.285, -3.371], [-3.267, 1.243, -4.837], [-3.836, 0.685, -3.242]], "lowdin_charge": [-0.35, 0.02, -0.19, -0.04, -0.06, 0.14, 0.10, 0.08, 0.07, 0.09, 0.09, 0.08, -0.32, -0.02, -0.18, -0.05, -0.03, 0.13, 0.08, 0.08, 0.09, 0.06, 0.10, 0.08, -0.34, 0.00, -0.20, -0.05, -0.04, 0.14, 0.09, 0.09, 0.09, 0.09, 0.06, 0.09, -0.34, 0.02, -0.19, -0.07, -0.05, 0.13, 0.09, 0.09, 0.06, 0.10, 0.09, 0.07, -0.33, -0.01, -0.16, -0.05, -0.04, 0.14, 0.07, 0.08, 0.09, 0.07, 0.06, 0.08, -0.37, 0.01, -0.19, -0.06, -0.04, 0.13, 0.06, 0.09, 0.09, 0.08, 0.09, 0.09, -0.33, -0.03, -0.18, -0.06, -0.03, 0.13, 0.08, 0.09, 0.09, 0.07, 0.06, 0.10, -0.35, 0.01, -0.19, -0.05, -0.06, 0.10, 0.06, 0.09, 0.09, 0.07, 0.09, 0.09], "total_energy_ev": -54097.51585, "e_homo_ev": -8.91, "smiles": "CN(C)C=O.CN(C)C=O.CN(C)C=O.CN(C)C=O.CN(C)C=O.CN(C)C=O.CN(C)C=O.CN(C)C=O", "relative_energy_kcal_mol": 101.8}


(2)
{"formula": "C24H57AlAs4N2SSeSi", "method": "ωB97M-V with the def2-TZVPD basis set", "symbols": ["Al", "C", "As", "C", "C", "C", "C", "C", "As", "C", "C", "C", "As", "C", "C", "H", "H", "H", "H", "H", "H", "H", "H", "H", "H", "H", "H", "H", "H", "H", "H", "H", "H", "H", "H", "H", "H", "H", "H", "H", "H", "H", "C", "C", "As", "C", "C", "C", "C", "H", "H", "H", "H", "H", "H", "H", "H", "H", "H", "H", "H", "H", "H", "H", "C", "N", "C", "C", "N", "C", "S", "H", "H", "H", "H", "H", "H", "C", "Si", "C", "C", "Se", "H", "H", "H", "H", "H", "H", "H", "H", "H"], "coordinates": [[0.829, 0.463, 0.547], [3.118, 3.285, -0.328], [1.284, 2.708, -0.632], [1.094, 3.391, -2.447], [0.460, 3.876, 0.731], [-1.008, 4.311, 0.689], [-1.388, 4.792, -0.718], [-1.987, 3.198, 1.109], [-1.590, 1.310, 0.746], [-2.919, 0.565, 1.945], [-2.314, 1.070, -1.045], [-1.171, 5.499, 1.660], [-0.787, 5.523, 3.640], [1.169, 5.293, 3.663], [-1.176, 3.703, 4.315], [3.161, 4.365, -0.466], [3.791, 2.816, -1.044], [3.434, 3.041, 0.684], [1.132, 4.478, -2.418], [0.175, 3.070, -2.930], [1.942, 3.015, -3.017], [1.095, 4.763, 0.752], [0.651, 3.325, 1.659], [-1.413, 3.956, -1.421], [-0.679, 5.537, -1.082], [-2.379, 5.246, -0.713], [-2.958, 3.367, 0.636], [-2.149, 3.242, 2.181], [-3.853, 1.104, 1.788], [-2.598, 0.698, 2.978], [-3.063, -0.491, 1.743], [-3.365, 1.359, -1.036], [-2.237, 0.028, -1.345], [-1.775, 1.694, -1.758], [-2.211, 5.834, 1.599], [-0.573, 6.338, 1.292], [1.658, 6.064, 3.067], [1.501, 4.307, 3.337], [1.486, 5.429, 4.697], [-2.244, 3.485, 4.311], [-0.861, 3.714, 5.359], [-0.623, 2.910, 3.806], [-5.758, -2.414, -0.708], [-4.769, -3.351, -0.019], [-2.903, -2.810, -0.333], [-2.685, -3.316, -2.238], [-3.275, -4.635, -2.725], [-1.937, -4.215, 0.689], [-2.428, -5.657, 0.605], [-6.781, -2.724, -0.499], [-5.626, -2.419, -1.791], [-5.641, -1.384, -0.362], [-4.929, -4.376, -0.357], [-4.931, -3.341, 1.061], [-1.616, -3.260, -2.458], [-3.139, -2.487, -2.789], [-2.790, -5.492, -2.260], [-3.152, -4.733, -3.805], [-4.341, -4.688, -2.507], [-1.982, -3.871, 1.726], [-0.883, -4.155, 0.398], [-3.502, -5.720, 0.772], [-1.944, -6.274, 1.364], [-2.208, -6.103, -0.364], [1.149, -4.175, -2.171], [1.608, -3.846, -0.830], [2.300, -4.715, -0.007], [2.496, -4.086, 1.171], [1.918, -2.842, 1.051], [1.377, -2.705, -0.166], [0.485, -1.372, -0.807], [1.838, -4.885, -2.622], [1.112, -3.276, -2.781], [0.158, -4.625, -2.126], [2.582, -5.703, -0.324], [2.986, -4.411, 2.071], [1.925, -2.105, 1.755], [5.566, 1.510, 1.704], [4.552, 0.017, 1.208], [5.145, -1.601, 1.947], [4.161, -0.088, -0.641], [2.343, 0.338, 2.253], [6.612, 1.218, 1.820], [5.232, 1.918, 2.659], [5.527, 2.302, 0.957], [6.237, -1.629, 1.941], [4.794, -2.465, 1.385], [4.822, -1.703, 2.985], [4.998, 0.270, -1.245], [3.292, 0.517, -0.895], [3.957, -1.116, -0.947]], "lowdin_charge": [-0.40, -0.26, 1.12, -0.24, -0.33, -0.65, -0.06, -0.29, 1.11, -0.24, -0.26, -0.37, 1.17, -0.35, -0.35, 0.06, 0.04, 0.02, 0.05, 0.03, 0.04, 0.09, 0.04, 0.06, 0.10, 0.10, 0.10, 0.03, 0.05, 0.04, -0.01, 0.05, -0.02, 0.02, 0.07, 0.08, 0.02, 0.00, 0.02, 0.02, 0.03, 0.01, -0.18, -0.46, 1.17, -0.45, -0.15, -0.44, -0.15, 0.08, 0.06, 0.06, 0.05, 0.07, 0.02, 0.05, 0.05, 0.08, 0.06, 0.06, 0.02, 0.06, 0.07, 0.05, 0.00, -0.10, -0.01, -0.04, 0.09, -0.67, 0.71, 0.11, 0.08, 0.09, 0.14, 0.14, 0.05, -0.20, 0.38, -0.20, -0.21, 0.45, 0.05, 0.04, 0.02, 0.05, 0.01, 0.04, 0.05, -0.04, 0.03], "total_energy_ev": -362794.06608, "total_charge": 2, "e_homo_ev": -12.71, "relative_energy_kcal_mol": 26.6}